# 1
C4H17N2O2 | the ωB97M-V functional and the def2-TZVPD basis

Computed properties:
E_HOMO = -13.723 eV
LUMO = -0.1000 hartree
total charge = +1
calculated total energy = -422.36527 Eh
gap between HOMO and LUMO = 11.00 eV

XYZ file:
```
25
Properties=species:S:1:pos:R:3:forces:R:3:mulliken_charge:R:1
C 0.4803 -2.2181 0.1261 0.27 -0.06 0.54 -0.902
N 0.7970 -2.4273 1.5301 -0.95 0.68 0.04 -0.549
C 0.2630 -0.7227 -0.1642 -0.16 -1.46 -0.63 0.034
N -0.5090 -0.2072 1.0132 0.00 0.63 -0.51 -0.137
C 0.0092 0.4901 -2.4254 -0.77 -0.38 -0.26 -1.331
C -0.5469 -0.5853 -1.4784 0.68 0.60 0.50 -0.668
H -0.4738 -2.6842 -0.0837 -0.23 -0.46 0.10 0.475
H 1.2229 -2.6914 -0.5174 -0.03 0.43 -0.42 0.380
H 0.6129 -3.3603 1.8393 0.25 -0.31 0.26 0.207
H 1.6666 -2.0435 1.8562 0.40 -0.37 -0.12 0.188
H 1.2261 -0.2326 -0.2330 -0.06 0.45 0.20 0.322
H -1.4954 -0.1387 0.7655 -0.07 0.10 0.20 0.356
H -0.4004 -0.8806 1.7928 0.37 -0.05 0.06 0.425
H -0.1995 0.7381 1.2506 -0.14 0.08 0.26 0.293
H -0.8097 0.8844 -3.0291 0.12 0.11 -0.04 0.354
H 0.7104 0.0392 -3.1237 0.20 0.11 0.08 0.418
H 0.4873 1.3045 -1.8965 0.08 0.11 0.09 0.268
H -1.6019 -0.4273 -1.2335 0.00 0.15 -0.01 0.469
H -0.5228 -1.5492 -1.9609 0.00 -0.31 -0.30 0.427
H -1.5789 2.1139 -0.0022 -0.23 0.65 -0.26 0.281
H -2.3915 3.0990 0.9204 0.02 0.03 -0.29 0.325
O -1.8568 2.3012 0.8976 0.22 -0.66 0.38 -0.647
H 1.4862 3.1220 -0.2553 0.35 1.33 -0.48 0.280
H 2.1604 2.1820 0.7701 0.29 0.38 -0.02 0.273
O 1.4090 2.3010 0.1881 -0.62 -1.78 0.64 -0.542
```
Positions in Å, forces in eV/Å.


# 2
C26H29N7O4S | the ωB97M-V functional and the def2-TZVPD basis

Computed properties:
E_HOMO = -8.202 eV
LUMO = 0.0246 hartree
calculated total energy = -2090.70408 Eh
gap between HOMO and LUMO = 8.87 eV

XYZ file:
```
67
Properties=species:S:1:pos:R:3:forces:R:3:mulliken_charge:R:1
C -4.7033 1.5696 3.3584 -0.07 -0.08 0.16 -0.715
O -3.9242 1.7660 2.1919 0.10 0.03 0.04 -0.319
C -4.4471 1.1710 1.0252 0.00 -0.27 -0.21 -0.627
C -4.3524 -0.3637 1.0195 -0.29 0.39 0.25 -1.104
N -3.0136 -0.8000 1.3696 0.02 0.28 -0.61 0.201
C -2.8105 -1.3729 2.5783 0.25 -0.18 0.13 1.054
O -3.6994 -1.4849 3.4029 -0.04 -0.14 0.29 -0.701
C -1.4099 -1.8657 2.8862 0.10 -0.36 -0.05 -0.772
S -0.9024 -3.2069 1.7605 -0.21 -0.21 0.22 -0.247
C 0.4653 -2.4364 1.0235 0.11 0.11 0.03 0.317
N 1.0194 -1.3092 1.3873 -0.55 -0.47 0.59 -0.353
N 2.0313 -1.0710 0.5385 0.85 0.19 -0.71 -0.556
C 2.0813 -2.0379 -0.3411 -0.21 0.05 0.31 0.643
C 3.0288 -2.0834 -1.4391 0.26 -0.12 -0.38 0.380
C 2.6804 -2.5631 -2.6975 0.06 0.06 0.16 -0.571
C 3.6179 -2.5540 -3.7143 0.03 -0.06 -0.12 -1.056
C 4.8926 -2.0699 -3.4881 -0.06 0.02 0.05 -0.546
C 5.2497 -1.5656 -2.2409 -0.04 0.00 -0.02 0.963
C 6.6262 -1.0189 -2.0152 0.00 0.01 -0.03 -1.550
C 4.3088 -1.5751 -1.2259 -0.08 -0.11 -0.07 -0.591
N 1.0939 -2.9549 -0.0694 0.13 0.67 0.52 0.132
C 0.7820 -4.2131 -0.6838 -0.18 -0.42 -0.25 -1.086
C -2.0003 -0.5689 0.4006 -0.17 0.01 0.23 -0.146
C -1.0998 0.4669 0.5643 -0.45 -0.38 0.14 -0.483
N -1.1200 1.2304 1.6793 0.23 0.00 -0.17 0.081
N -0.1388 0.7075 -0.3840 0.05 0.27 0.14 0.748
C 0.9050 1.6942 -0.1462 0.34 0.07 -0.08 -1.444
C 0.3709 3.1011 -0.0889 0.01 0.13 -0.05 0.066
C 0.8760 4.0086 0.8353 0.01 -0.16 -0.11 0.176
C 0.3934 5.3050 0.8805 -0.03 0.12 0.02 -0.753
C -0.6055 5.7049 0.0095 0.02 0.09 0.05 -0.418
C -1.1128 4.8068 -0.9146 -0.03 -0.02 -0.06 -0.838
C -0.6250 3.5138 -0.9667 0.06 0.00 0.02 -0.234
C -0.0424 -0.0397 -1.5451 -0.19 -0.09 -0.07 -0.018
O 0.7967 0.1664 -2.3919 0.19 0.06 -0.26 -0.649
N -0.9857 -1.0195 -1.6811 -0.06 -0.31 -0.29 0.212
C -2.0045 -1.3709 -0.7858 0.27 0.35 0.09 0.130
O -2.7719 -2.2687 -1.0711 -0.14 -0.16 -0.03 -0.717
H -4.6733 0.5298 3.6948 -0.03 0.08 -0.03 0.295
H -4.2658 2.2098 4.1220 -0.08 0.00 0.05 0.232
H -5.7414 1.8688 3.1834 -0.01 0.05 0.00 0.313
H -3.8490 1.5850 0.2076 -0.11 -0.05 0.01 0.245
H -5.4956 1.4644 0.8809 0.07 0.02 -0.03 0.516
H -4.6051 -0.7419 0.0265 -0.01 0.00 0.04 0.367
H -5.0333 -0.7962 1.7547 0.03 0.04 -0.16 0.609
H -1.4139 -2.2735 3.8968 -0.03 0.15 -0.11 0.501
H -0.6554 -1.0862 2.7877 -0.04 0.07 0.09 0.382
H 1.6773 -2.9048 -2.8987 -0.12 -0.03 -0.01 0.518
H 3.3476 -2.9221 -4.6931 -0.02 -0.02 -0.08 0.394
H 5.6183 -2.0696 -4.2887 0.08 -0.01 -0.09 0.424
H 6.7673 -0.7385 -0.9750 0.07 0.03 0.06 0.367
H 7.3791 -1.7578 -2.2856 0.09 0.00 0.02 0.361
H 6.7862 -0.1386 -2.6367 0.08 0.07 0.00 0.325
H 4.5489 -1.1853 -0.2485 0.06 0.03 0.11 0.413
H 1.6395 -4.5605 -1.2575 -0.08 -0.01 0.07 0.522
H -0.0901 -4.1160 -1.3348 0.05 -0.04 -0.03 0.307
H 0.5448 -4.9385 0.0960 0.07 -0.02 -0.08 0.370
H -0.5844 2.0829 1.6802 -0.07 0.01 0.03 0.314
H -2.0068 1.2720 2.1728 -0.05 0.04 -0.07 0.308
H 1.4433 1.4215 0.7657 -0.03 0.04 -0.08 0.395
H 1.5972 1.5914 -0.9890 -0.09 -0.01 0.27 0.514
H 1.6556 3.6972 1.5162 0.08 -0.05 0.10 0.434
H 0.7962 6.0025 1.5996 0.03 0.06 0.07 0.399
H -0.9856 6.7145 0.0481 -0.04 0.09 0.01 0.399
H -1.8876 5.1160 -1.6001 -0.07 0.03 -0.06 0.412
H -1.0119 2.8181 -1.6974 -0.07 -0.08 -0.07 0.442
H -0.9523 -1.5426 -2.5486 -0.01 0.14 0.14 0.317
```
Positions in Å, forces in eV/Å.


# 3
C7H4ClO2 | the ωB97M-V functional and the def2-TZVPD basis

Computed properties:
E_HOMO = -2.148 eV
LUMO = 0.1244 hartree
total charge = -1
calculated total energy = -879.73470 Eh
gap between HOMO and LUMO = 5.53 eV

XYZ file:
```
14
Properties=species:S:1:pos:R:3:forces:R:3:mulliken_charge:R:1
O -0.3126 3.1139 2.6786 -0.36 -0.38 -0.19 -0.651
C 0.0354 2.4248 1.7584 1.05 -0.35 -0.72 0.479
C 0.1166 1.4256 0.8146 0.30 1.09 0.25 0.508
C 0.0073 0.2773 0.0993 -0.60 0.87 1.96 0.099
C -0.9497 -0.6617 0.4630 0.26 -0.20 -1.74 -1.140
C -0.8430 -1.6136 -0.5351 0.36 -1.98 -0.50 0.386
Cl -1.7596 -3.0817 -0.6648 -0.80 -0.46 0.41 -0.276
C 0.1961 -1.5233 -1.3694 -0.01 2.96 0.77 -0.983
C 0.8587 -0.1967 -1.0749 -0.40 0.53 1.43 -0.357
O 1.1755 2.5098 0.9209 -0.18 0.19 0.07 -0.529
H -1.5777 -0.7817 1.2695 -1.17 0.39 1.64 0.497
H 0.4815 -2.2646 -1.9877 1.03 -2.03 -2.16 0.537
H 1.8576 -0.2487 -0.5560 -0.33 0.09 -1.31 0.196
H 0.7140 0.6207 -1.8164 0.84 -0.73 0.09 0.234
```
Positions in Å, forces in eV/Å.


# 4
C2H3NO2S | the ωB97M-V functional and the def2-TZVPD basis

Computed properties:
E_HOMO = -9.910 eV
LUMO = -0.0037 hartree
calculated total energy = -681.40582 Eh
gap between HOMO and LUMO = 9.81 eV

XYZ file:
```
9
Properties=species:S:1:pos:R:3:forces:R:3:mulliken_charge:R:1
O -2.3919 0.0569 -0.5867 0.55 -0.30 0.21 -0.514
C -1.3056 -0.2214 -0.1481 -0.51 0.95 -0.31 0.610
O -0.9671 -1.4685 0.1647 0.10 -0.44 0.15 -0.423
C -0.3003 0.8948 0.0808 0.55 0.03 0.12 0.021
N 0.9769 0.8759 0.0424 -0.88 -0.09 -0.14 -0.391
S 1.8384 -0.5302 -0.3769 0.50 0.52 0.29 -0.162
H -0.1044 -1.5252 0.6061 -0.03 0.08 -0.10 0.307
H -0.7722 1.8632 0.2814 0.12 -0.31 -0.04 0.359
H 3.0263 0.0544 -0.0637 -0.40 -0.43 -0.17 0.195
```
Positions in Å, forces in eV/Å.


# 5
C15H20BN3O2S | the ωB97M-V functional and the def2-TZVPD basis

Computed properties:
E_HOMO = -7.978 eV
LUMO = 0.0185 hartree
calculated total energy = -1321.41608 Eh
gap between HOMO and LUMO = 8.48 eV

XYZ file:
```
42
Properties=species:S:1:pos:R:3:forces:R:3:mulliken_charge:R:1
N -1.2000 0.2378 0.7209 1.04 -0.38 -0.49 -0.679
C -0.0292 0.0733 -0.2121 -0.20 1.28 0.20 0.115
C 1.0955 1.1487 0.1238 0.96 -0.38 0.48 -0.839
C 0.5711 2.5255 -0.1527 0.70 -0.68 2.07 0.196
C 0.1129 3.4387 0.7602 0.05 -0.85 1.21 -0.656
N -0.5810 4.4233 0.1328 -1.30 1.26 -1.58 -0.037
C -0.6016 4.1187 -1.2615 0.12 1.10 2.44 -0.070
C -1.3804 4.7558 -2.2327 -0.60 0.26 0.78 -0.691
C -1.2291 4.3088 -3.5029 1.43 -1.74 0.49 -0.368
C -0.3675 3.1867 -3.7052 -0.11 -1.42 -0.44 -0.748
C 0.2842 2.4492 -2.6999 -0.11 0.89 -0.17 -0.388
C 0.2254 2.9864 -1.4070 -1.82 1.01 -2.34 0.753
C 0.4805 -1.3565 -0.3416 0.19 -0.08 0.43 -0.203
S 0.9690 -1.8616 -1.8518 -0.16 0.05 0.11 -0.363
N 0.4743 -2.1784 0.7172 2.35 -0.20 1.08 -0.171
C 0.4110 -1.9047 2.1965 -0.30 0.69 -0.02 -0.427
C 1.3509 -2.9853 2.8588 -0.71 4.38 3.81 -0.755
C 1.2907 -4.1127 2.0018 2.35 -2.98 -3.62 -0.418
C 0.7205 -3.6599 0.6060 -0.26 0.43 -0.82 -0.484
B -0.7563 -4.0649 0.2269 -0.90 -0.13 1.25 0.858
O -0.8334 -5.4387 -0.0291 -1.97 1.40 -0.10 -0.538
O -1.8362 -3.1389 0.4094 1.10 -0.69 -0.38 -0.785
H -0.7426 0.3337 1.6089 -0.17 -0.11 0.90 0.300
H -1.5766 1.1781 0.5876 -0.06 -0.29 -0.38 0.323
H -0.4150 0.3226 -1.2136 0.30 -0.16 0.41 0.595
H 1.5164 1.0759 1.1725 -0.98 -0.08 -0.71 0.354
H 2.0237 0.9860 -0.4468 -0.50 -0.24 -0.34 0.359
H 0.1577 3.3093 1.8538 -0.01 0.48 -0.71 0.376
H -1.0651 5.2782 0.4826 0.93 -1.50 -0.05 0.236
H -2.2460 5.4080 -2.0091 1.00 -0.02 0.20 0.293
H -1.8345 4.7021 -4.2727 -0.36 0.21 -0.91 0.441
H -0.4067 2.7064 -4.6787 0.23 0.29 -0.12 0.344
H 0.8276 1.4958 -2.7782 -0.38 0.48 -0.82 0.403
H -0.6609 -1.9080 2.5645 1.16 -0.32 -0.39 0.298
H 0.8186 -0.9101 2.3939 -0.17 -0.01 -0.05 0.282
H 1.0133 -3.1981 3.9301 0.06 0.23 -1.41 0.295
H 2.3541 -2.4817 3.0818 -1.07 -0.92 -0.96 0.304
H 2.4131 -4.3813 1.7611 -2.31 -0.41 0.63 0.208
H 0.6929 -4.9558 2.3850 0.61 0.20 -0.13 0.312
H 1.3642 -4.0646 -0.2438 -0.53 1.36 1.07 0.287
H -1.7734 -5.6881 -0.1459 0.65 -0.11 -0.03 0.304
H -1.6324 -2.1598 0.6092 -0.23 -2.31 -0.62 0.385
```
Positions in Å, forces in eV/Å.


# 6
C37H48F11N2O26 | the ωB97M-V functional and the def2-TZVPD basis

Computed properties:
E_HOMO = -1.748 eV
LUMO = 0.0539 hartree
total charge = -1
calculated total energy = -4603.04264 Eh
gap between HOMO and LUMO = 3.22 eV

XYZ file:
```
124
Properties=species:S:1:pos:R:3:forces:R:3:mulliken_charge:R:1
C 6.7589 0.7726 -0.5624 -0.17 -0.31 -0.36 -0.971
N 5.5753 0.4977 0.2393 -0.34 0.14 0.53 0.905
C 5.8272 -0.4431 1.3197 0.21 -0.12 -0.22 -1.071
C 4.9081 1.6935 0.6642 0.60 0.40 0.73 0.021
O 5.1103 2.1401 1.8021 -0.43 -0.59 -0.95 -0.779
C 3.9644 2.3155 -0.3172 0.05 0.49 0.00 -0.289
C 2.5492 1.6565 -0.3561 0.40 -0.69 -0.02 -0.449
C 2.2538 0.8260 0.9078 -0.56 0.48 -0.50 -0.080
C 0.8468 0.2036 0.8279 -0.31 -0.11 0.17 1.235
C 0.7357 -1.3068 0.5289 0.12 0.31 -0.03 -0.240
C -0.4095 -1.9716 1.2727 0.13 -0.62 0.01 -0.881
N -0.2607 -1.9461 2.7419 0.20 -0.14 -0.46 -0.273
C 2.4225 0.7823 -1.6176 0.25 0.54 -0.15 -1.690
C 3.3252 -0.4406 -1.7280 -0.06 -0.13 -0.17 0.442
O 2.8613 -1.3295 -2.7936 0.03 -0.06 0.12 -0.546
C 2.9103 -2.6745 -2.4730 -0.11 -0.01 -0.07 -0.311
C 4.3229 -3.2419 -2.2978 0.65 -0.11 0.12 0.843
F 4.3606 -4.5525 -2.6850 -0.02 0.44 0.18 -0.315
F 5.2543 -2.5907 -3.0369 -0.52 -0.36 0.39 -0.281
F 4.7566 -3.2239 -1.0040 -0.21 0.05 -0.74 -0.266
H 7.6730 0.6612 0.0378 -0.04 0.21 0.02 0.341
H 6.7102 1.7799 -0.9777 0.05 -0.07 0.01 0.325
H 6.8343 0.0683 -1.4032 0.00 0.04 0.09 0.167
H 6.6508 -0.1183 1.9721 -0.10 -0.02 0.06 0.296
H 6.0925 -1.4117 0.8794 0.00 0.10 0.03 0.337
H 4.9213 -0.5801 1.9095 0.09 0.09 0.03 0.241
H 3.9172 3.3860 -0.0606 -0.06 -0.11 0.05 0.272
H 4.4228 2.2542 -1.3142 -0.10 -0.01 0.08 0.182
H 2.9591 -0.0047 1.1030 0.07 0.01 0.23 -0.702
H 2.2597 1.5061 1.7633 0.30 -0.22 0.13 0.595
H 0.2886 0.4015 1.7534 0.18 -0.06 -0.06 -0.570
H 0.3232 0.7268 0.0262 -0.16 0.14 0.03 -0.358
H 1.6729 -1.8338 0.7668 -0.09 0.12 0.09 0.263
H 0.5766 -1.4410 -0.5515 0.05 -0.09 0.14 0.278
H -1.3529 -1.4973 1.0119 -0.14 0.14 -0.04 -0.072
H -0.4750 -3.0197 0.9333 -0.08 0.12 -0.16 0.313
H 0.7258 -2.0481 2.9647 -0.01 0.16 0.06 0.218
H -0.7097 -2.7860 3.0849 -0.17 0.19 0.29 0.235
H 1.3828 0.4680 -1.7751 0.07 -0.11 0.08 0.196
H 2.6723 1.4312 -2.4716 -0.19 -0.15 -0.03 0.533
H 4.3402 -0.1342 -1.9932 -0.01 -0.13 0.16 0.246
H 3.3671 -1.0162 -0.7971 -0.04 0.11 -0.02 0.244
H 2.4523 -3.2374 -3.2937 0.11 0.10 0.05 0.443
H 2.3567 -2.9119 -1.5514 0.12 0.02 -0.02 0.058
C -2.0561 0.6779 5.7151 -0.08 -0.01 0.05 -0.657
C -1.9764 1.7773 4.6788 -0.04 0.03 -0.03 2.003
O -0.5911 1.8562 4.4284 0.09 -0.12 -0.16 -0.335
C -0.0478 0.6237 4.6797 -0.43 -0.02 -0.14 0.589
O 1.0139 0.2686 4.3160 0.48 0.08 0.25 -0.464
O -0.9349 -0.1316 5.3742 0.08 0.02 0.18 -0.338
F -2.4126 2.9774 5.1694 0.08 0.03 0.12 -0.354
H -1.9232 1.0888 6.7189 -0.03 0.06 0.00 0.297
H -2.9750 0.1001 5.6671 0.07 -0.11 -0.11 0.326
H -2.5066 1.5604 3.7527 -0.01 0.18 0.26 -0.837
C -5.9199 -3.2361 1.2027 -0.08 -0.06 0.08 -0.192
C -4.9444 -2.5203 0.2912 -0.05 0.13 0.30 0.416
O -3.9259 -2.1493 1.1979 0.32 -0.31 -0.09 0.008
C -3.9112 -3.0486 2.2221 -0.18 0.36 0.14 0.478
O -3.0555 -3.1628 3.0321 -0.07 -0.07 -0.17 -0.483
O -5.0509 -3.7845 2.1977 -0.09 -0.06 -0.06 -0.420
F -5.4811 -1.4006 -0.2595 0.02 0.00 0.07 -0.326
H -6.6059 -2.5270 1.6704 0.06 0.12 -0.06 0.324
H -6.4763 -4.0214 0.7131 0.09 -0.15 0.03 -0.039
H -4.5242 -3.1350 -0.5037 -0.06 0.05 -0.09 0.310
C 6.5219 4.7559 0.9065 -0.20 -0.16 0.00 0.896
C 7.6357 4.7169 1.9252 0.03 0.01 -0.11 0.450
O 8.2840 5.9685 1.7191 -0.06 0.05 0.25 -0.358
C 7.3671 6.8346 1.2050 -0.01 -0.18 -0.11 0.569
O 7.5317 8.0088 1.1270 0.06 0.13 -0.06 -0.561
O 6.2703 6.1732 0.8059 0.04 -0.02 -0.02 -0.413
F 8.5322 3.7258 1.6985 0.03 0.06 -0.08 -0.270
H 6.8671 4.3827 -0.0567 0.04 -0.04 0.04 -0.397
H 5.6316 4.2106 1.2087 -0.05 0.18 0.07 -0.144
H 7.3008 4.6542 2.9610 0.05 -0.10 0.02 0.255
C -9.4675 -5.7833 -2.6835 -0.01 -0.04 -0.04 -0.174
C -8.8050 -6.8877 -1.8874 0.10 0.08 -0.06 0.303
O -7.4803 -6.3973 -1.7481 -0.08 -0.06 0.23 -0.317
C -7.5259 -5.0395 -1.8154 0.01 0.04 -0.24 0.703
O -6.6264 -4.3271 -1.5105 0.05 -0.04 -0.16 -0.545
O -8.7226 -4.6298 -2.2641 -0.14 -0.03 0.07 -0.300
F -8.7724 -8.0636 -2.5571 0.04 0.04 -0.06 -0.288
H -9.3070 -5.9401 -3.7495 -0.14 -0.02 0.02 0.004
H -10.5235 -5.6532 -2.4689 0.04 0.13 0.08 0.300
H -9.2250 -7.0630 -0.8957 -0.01 -0.10 -0.02 0.310
C 9.7370 4.6562 -2.4005 0.09 0.02 0.05 -0.430
C 9.1160 5.6267 -3.3848 -0.05 -0.06 -0.01 0.305
O 7.9082 4.9816 -3.7285 -0.08 0.14 0.08 -0.376
C 7.5426 4.1817 -2.6831 0.15 0.07 0.00 0.590
O 6.4764 3.7022 -2.5267 -0.07 -0.04 -0.13 -0.400
O 8.5839 4.0463 -1.8240 0.06 -0.02 0.01 -0.291
F 9.8741 5.7910 -4.4990 -0.03 -0.08 -0.01 -0.302
H 10.3264 3.9029 -2.9258 0.01 0.04 -0.07 0.251
H 10.3392 5.1310 -1.6314 -0.12 -0.01 0.09 0.281
H 8.8894 6.6110 -2.9709 0.07 0.05 -0.07 0.291
C -6.2347 4.6489 3.9413 -0.07 0.06 0.00 -0.476
C -5.4368 3.7979 2.9743 0.16 -0.01 0.12 0.346
O -5.2530 2.6062 3.7109 -0.18 -0.13 -0.12 -0.115
C -6.2762 2.4853 4.5952 0.18 0.16 -0.02 0.558
O -6.5477 1.5032 5.1948 -0.01 -0.10 0.10 -0.506
O -6.9498 3.6603 4.6870 -0.06 0.10 -0.01 -0.365
F -4.2379 4.3430 2.6789 -0.10 0.09 0.17 -0.293
H -5.5659 5.1986 4.6048 0.07 -0.02 -0.04 0.286
H -6.9266 5.3330 3.4587 -0.11 -0.09 0.03 0.305
H -5.9529 3.5617 2.0416 0.06 0.04 -0.07 0.252
C -5.5840 -5.5803 -4.9135 0.07 0.07 0.09 -0.417
C -5.5045 -6.2107 -6.2889 -0.06 -0.04 0.05 0.314
O -6.8425 -6.6367 -6.5039 0.04 0.16 -0.20 -0.318
C -7.6603 -5.8432 -5.7722 0.06 -0.04 0.03 0.669
O -8.8400 -5.7843 -5.8931 0.00 -0.08 -0.01 -0.563
O -6.9446 -5.1231 -4.8807 0.05 -0.05 0.07 -0.255
F -4.6830 -7.2819 -6.3263 -0.08 -0.05 0.05 -0.286
H -5.4328 -6.3245 -4.1305 0.03 -0.07 -0.05 0.244
H -4.9020 -4.7484 -4.7687 -0.12 0.10 -0.02 0.306
H -5.2222 -5.5238 -7.0881 0.08 -0.05 -0.02 0.295
C -2.2310 2.8458 -0.1697 0.12 -0.02 -0.01 -0.424
C -2.7557 1.6610 -0.9560 0.10 -0.02 0.08 0.246
O -2.8694 0.6629 0.0436 -0.26 -0.15 -0.06 -0.337
C -3.0570 1.2735 1.2377 0.08 0.12 -0.20 0.566
O -3.4313 0.7415 2.2325 -0.01 -0.14 -0.33 -0.705
O -2.8051 2.5966 1.1259 0.14 -0.05 -0.07 -0.232
F -1.9135 1.2394 -1.9233 0.04 -0.02 0.11 -0.272
H -1.1405 2.8253 -0.1109 0.05 -0.09 -0.01 0.208
H -2.5682 3.8062 -0.5486 -0.10 0.01 0.12 0.334
H -3.7395 1.8173 -1.4070 0.02 -0.02 -0.06 0.298
```
Positions in Å, forces in eV/Å.